1.
15
Properties=species:S:1:pos:R:3:lowdin_charge:R:1 method="wB97M-V/def2-TZVPD" charge=+1 relative_energy_ev=6.778 largest_force_ev_per_a=4.1 gap_ev=10.4 homo_ha=-0.5199
C 0.845 -1.444 -0.144 0.100
C -0.276 -0.813 0.234 -0.169
C -1.717 -0.484 0.352 -0.023
C -1.310 0.805 -0.451 0.060
C 1.455 0.802 0.643 0.097
C 0.232 0.512 -0.009 -0.237
N 1.450 -0.134 -0.566 0.105
H 1.122 -2.396 -0.619 0.137
H -2.335 -1.335 0.199 0.122
H -1.953 -0.154 1.347 0.127
H -1.407 0.653 -1.489 0.113
H -1.749 1.675 -0.107 0.099
H 1.949 1.605 0.322 0.096
H 1.627 0.554 1.657 0.146
H 2.067 0.154 -1.370 0.229


2.
81
Properties=species:S:1:pos:R:3:mulliken_spin:R:1 method="wB97M-V/def2-TZVPD" charge=+1 largest_force_ev_per_a=1.9 multiplicity=6 gap_ev="9.2 / 8.7" homo_ha="-0.4402 / -0.4415"
Mn -1.288 1.779 0.630 4.793
P 1.430 -0.772 0.162 0.048
F 2.609 -1.836 -0.074 0.000
F 0.367 -1.946 0.358 0.003
F 1.660 -0.723 1.767 0.002
F 0.216 0.380 0.404 -0.054
F 2.468 0.475 0.011 -0.001
F 1.151 -0.759 -1.434 -0.002
N -1.557 1.205 2.685 -0.021
C -1.185 0.024 3.170 0.035
C -1.458 -0.451 4.430 -0.001
C -2.178 0.370 5.283 0.003
C -2.458 1.660 4.850 0.001
C -2.148 2.027 3.571 0.042
H -0.762 -0.703 2.482 -0.001
H -1.079 -1.411 4.742 0.000
H -2.443 0.103 6.298 0.000
H -3.009 2.351 5.474 0.000
H -2.270 3.059 3.252 0.001
N -2.730 0.192 0.079 -0.002
C -2.484 -0.491 -1.041 0.001
C -3.295 -1.501 -1.498 0.002
C -4.364 -1.889 -0.704 0.003
C -4.604 -1.218 0.489 -0.006
C -3.753 -0.197 0.844 0.022
H -1.610 -0.221 -1.624 0.023
H -3.165 -2.008 -2.441 0.000
H -5.021 -2.684 -1.035 0.000
H -5.412 -1.501 1.149 0.000
H -3.912 0.271 1.809 -0.004
N -1.002 2.517 -1.432 0.011
C 0.183 2.934 -1.902 0.034
C 0.382 3.401 -3.184 0.000
C -0.733 3.589 -3.991 0.004
C -1.969 3.140 -3.543 -0.002
C -2.033 2.554 -2.296 0.029
H 1.044 2.781 -1.256 0.000
H 1.380 3.668 -3.501 0.000
H -0.630 3.945 -5.010 0.000
H -2.836 3.264 -4.174 0.000
H -3.007 2.314 -1.877 -0.011
N 0.127 3.214 1.364 -0.001
C -0.102 4.514 1.260 0.028
C 0.616 5.485 1.917 -0.001
C 1.738 5.070 2.611 0.004
C 2.025 3.723 2.720 0.001
C 1.184 2.842 2.079 0.035
H -0.957 4.797 0.653 -0.011
H 0.287 6.513 1.908 0.000
H 2.358 5.782 3.145 0.000
H 2.857 3.395 3.324 0.000
H 1.394 1.777 2.078 -0.006
C 0.594 -3.915 -2.804 0.000
N -0.345 -4.972 -2.334 0.000
O -0.196 -6.086 -2.775 0.000
O -1.075 -4.678 -1.406 0.000
H -0.053 -3.206 -3.329 0.000
H 1.361 -4.321 -3.444 0.000
H 0.946 -3.388 -1.924 0.000
C 1.418 -0.302 -4.688 0.000
N -0.033 -0.331 -4.999 0.000
O -0.806 -0.598 -4.088 0.000
O -0.348 -0.189 -6.149 0.000
H 1.649 0.673 -4.271 0.000
H 1.998 -0.562 -5.558 0.000
H 1.578 -0.961 -3.838 0.000
C 0.579 -5.053 1.559 0.000
Cl -0.019 -5.595 3.140 0.000
Cl 1.116 -6.475 0.643 0.000
H -0.228 -4.591 1.010 0.000
H 1.401 -4.370 1.716 0.000
C 4.741 -0.904 -2.164 0.000
Cl 6.447 -1.228 -2.532 0.000
Cl 4.315 0.744 -2.682 0.000
H 4.128 -1.598 -2.720 0.000
H 4.605 -0.976 -1.097 0.000
C 3.287 -2.270 3.916 0.000
Cl 1.580 -2.640 4.158 0.000
Cl 4.339 -3.644 4.226 0.000
H 3.453 -1.938 2.898 0.000
H 3.547 -1.431 4.553 0.000


3.
13
Properties=species:S:1:pos:R:3:lowdin_charge:R:1 method="wB97M-V/def2-TZVPD" charge=+1 relative_energy_ev=7.551 largest_force_ev_per_a=1.4 gap_ev="9.4 / 9.2" homo_ha="-0.5377 / -0.5021"
C 0.832 0.005 0.270 -0.337
C -1.695 -0.004 -0.199 0.005
N 0.433 1.323 0.144 0.165
N 1.989 -0.473 -0.252 0.153
N -0.329 0.340 -0.570 -0.059
H 0.182 -1.641 1.887 0.161
H -1.947 0.452 0.758 0.105
H -2.391 0.355 -0.955 0.110
H -1.791 -1.085 -0.099 0.099
H -0.037 1.818 0.896 0.153
H 2.084 -1.477 -0.319 0.115
H 2.840 0.000 0.024 0.127
H -0.171 0.386 -1.584 0.204


4.
14
Properties=species:S:1:pos:R:3:lowdin_charge:R:1 method="wB97M-V/def2-TZVPD" relative_energy_ev=3.943 largest_force_ev_per_a=6.5 gap_ev=8.9 homo_ha=-0.3096
C -3.676 -0.252 -0.253 -0.159
N -2.586 0.138 0.449 -0.336
S -1.111 -0.678 -0.170 0.831
C -0.013 0.692 0.562 -0.425
C 0.573 1.994 -0.121 -0.160
N 1.896 1.307 -0.278 -0.038
C 1.487 0.081 0.093 -0.921
S 2.361 -1.307 0.045 0.595
H -4.640 0.123 0.067 0.042
H -3.805 -1.055 -1.055 0.077
H -0.049 0.699 1.578 0.049
H 0.143 2.138 -1.132 0.110
H 0.391 2.858 0.655 0.143
H 2.559 1.797 -0.992 0.191


5.
12
Properties=species:S:1:pos:R:3:mulliken_spin:R:1 method="wB97M-V/def2-TZVPD" charge=+1 largest_force_ev_per_a=4.2 multiplicity=2 gap_ev="9.5 / 4.4" homo_ha="-0.5501 / -0.5352"
Tl 1.782 -0.407 2.492 0.671
O 0.561 0.686 1.132 0.155
S -0.270 -0.541 0.699 0.037
O -1.711 -0.372 0.751 0.005
O 0.318 -1.627 1.550 0.066
C 0.092 -1.159 -1.022 0.010
F -0.246 -2.434 -1.113 0.001
F -0.617 -0.480 -1.908 0.003
F 1.381 -1.025 -1.276 0.002
O -0.160 2.495 -0.671 0.054
H -1.050 2.360 -1.010 -0.002
H -0.081 2.504 0.375 -0.002